Density functional theory data (wB97M-V/def2-TZVPD) for a single C3H10N3PS molecule at a distorted geometry.

Geometry as XYZ:
```
18
Properties=species:S:1:pos:R:3
S 1.87 -1.85 -0.43
P 1.29 -0.02 -0.13
N 0.11 0.69 -1.08
N 0.73 0.35 1.42
N 2.56 1.11 -0.25
C -1.30 -0.23 -1.13
C -2.38 -1.19 0.80
C -2.00 -0.09 0.11
H 0.99 1.31 1.65
H 3.46 0.82 0.07
H -0.99 -1.33 -1.38
H -1.55 0.19 -2.06
H -2.28 -2.14 0.31
H 2.39 2.11 -0.17
H 0.44 0.80 -2.09
H -1.75 0.93 0.43
H -2.69 -1.23 1.82
H 1.09 -0.25 2.12
```

## Properties
**DFT total energy**: -27867.7940 eV
**Orbital gap**: 9.57 eV
**Strongest force on any atom**: 5.7 eV/A
**Relative energy (zero: lowest compared OMol25 entry of this formula, charge and spin)**: 0.454 eV
**Net charge**: 0
**SMILES string**: C=CCNP(N)(N)=S

Density functional theory data (wB97M-V/def2-TZVPD) for 2 unconnected molecules or ions with the total composition C3H10N3S at a distorted geometry.

Geometry as XYZ:
```
17
Properties=species:S:1:pos:R:3
S -1.60 0.82 -0.47
N 4.13 2.45 1.63
N -2.16 -0.54 -1.18
N 2.17 1.61 0.67
C 3.36 1.46 1.25
C -3.41 -2.68 -1.31
C -2.80 -1.48 -0.59
H 3.83 0.52 1.32
H 4.98 2.20 2.18
H -3.39 -3.50 -0.67
H 3.95 3.49 1.85
H -4.43 -2.45 -1.59
H -2.97 -2.96 -2.22
H 1.72 0.79 0.55
H -2.10 -0.81 -2.22
H 1.52 2.39 0.30
H -2.82 -1.29 0.50
```

## Properties
**DFT total energy**: -18570.5578 eV
**Orbital gap**: 6.78 eV
**Strongest force on any atom**: 4.1 eV/A
**Relative energy (zero: lowest compared OMol25 entry of this formula, charge and spin)**: 2.315 eV
**Net charge**: +1

Density functional theory data (wB97M-V/def2-TZVPD) for a single C3H10N4 molecule at a distorted geometry.

Geometry as XYZ:
```
17
Properties=species:S:1:pos:R:3
N 0.88 1.42 -0.23
N 1.38 -0.83 0.37
N -1.26 -1.36 -0.78
N 2.72 -0.64 0.14
C -1.93 0.66 0.43
C -0.86 -0.39 0.26
C 0.55 0.11 -0.05
H -0.44 -1.95 -0.96
H 0.12 2.03 -0.50
H -1.66 1.39 1.19
H -0.36 -1.05 1.16
H 3.06 0.23 0.54
H -1.95 -1.99 -0.38
H 1.81 1.62 -0.56
H -2.89 0.20 0.72
H -2.12 1.21 -0.51
H 2.96 -0.66 -0.86
```

## Properties
**DFT total energy**: -9231.5443 eV
**Orbital gap**: 9.16 eV
**Strongest force on any atom**: 3.4 eV/A
**Relative energy (zero: lowest compared OMol25 entry of this formula, charge and spin)**: 2.039 eV
**Net charge**: 0
**SMILES string**: C[C@@H](N)/C(N)=N/N